Computed, not measured: a cluster of 2 separate species, C4H11N2O in total, with the ωB97M-V functional and the def2-TZVPD basis.

```
18
Properties=species:S:1:pos:R:3:mulliken_charge:R:1
C -0.1583 0.2998 -1.9339 -1.108
C 0.9892 0.7388 -1.4058 0.794
O 1.1786 2.0730 -1.2829 -0.508
C 2.1434 -0.1480 -1.0640 -1.243
H -0.3166 -0.7377 -2.1838 0.342
H -0.8718 1.0238 -2.3094 0.340
H 2.0662 2.2746 -0.9599 0.349
H 1.8059 -1.1790 -1.1173 0.305
H 3.0208 0.0268 -1.6847 0.386
H 2.4766 0.0280 -0.0319 0.380
N -1.0051 0.2881 1.1501 -0.261
C -1.6752 -0.8028 1.3964 0.218
N -1.9636 -1.2123 2.6182 -0.326
H -0.4875 0.7499 1.8852 0.285
H -0.6858 0.4358 0.1703 0.161
H -2.0128 -1.4307 0.5809 0.357
H -2.7038 -1.8721 2.8009 0.281
H -1.8001 -0.5560 3.3716 0.246
```

Values from the calculation:
M = 103.14 g mol⁻¹
Orbital gap = 8.94 eV
Charge = +1
ΔE to the lowest compared entry with this formula, charge and spin = 31.4 kcal per mole



Computed, not measured: a structure of composition C3H3N3O, with the ωB97M-V functional and the def2-TZVPD basis.

```
10
Properties=species:S:1:pos:R:3:mulliken_charge:R:1
O 2.2331 -1.0318 -0.2747 -0.409
C 1.0954 -0.9042 -0.0204 0.681
N 0.9077 1.0607 -0.0690 -0.253
N -0.0518 1.0702 0.7266 -0.241
C -1.1964 0.5911 -0.0154 -0.082
C -1.2079 -0.7447 -0.0377 -0.184
N -0.0084 -1.3074 0.4090 -0.461
H 1.7885 1.3863 0.3538 0.257
H -1.6014 1.3199 -0.7124 0.298
H -1.9810 -1.4408 -0.3574 0.393
```

Values from the calculation:
M = 97.08 g mol⁻¹
Orbital gap = 8.76 eV
ΔE to the lowest compared entry with this formula, charge and spin = 95.4 kcal per mole



Computed, not measured: a structure of composition C4H5N3, with the ωB97M-V functional and the def2-TZVPD basis.

```
12
Properties=species:S:1:pos:R:3:mulliken_charge:R:1
N -2.1336 -1.6459 -1.2043 -0.464
C -1.0826 -1.3789 -0.7991 0.333
C 0.1633 -0.8135 -0.3416 -0.182
C 0.2940 1.0231 -0.8758 -0.457
N 0.3234 1.6769 0.3582 -0.486
C 0.3008 0.8384 1.3154 -0.053
N 0.2295 -0.5177 1.0596 -0.295
H 1.0420 -1.4192 -0.6674 0.289
H 1.1736 0.5819 -1.2626 0.298
H -0.3635 1.5523 -1.5958 0.357
H 0.3215 1.1487 2.3527 0.389
H -0.3082 -1.0721 1.7075 0.271
```

Values from the calculation:
M = 95.10 g mol⁻¹
Orbital gap = 10.23 eV
ΔE to the lowest compared entry with this formula, charge and spin = 64.2 kcal per mole



Computed, not measured: the molecule C2H4N4O, with the ωB97M-V functional and the def2-TZVPD basis.

```
11
Properties=species:S:1:pos:R:3:mulliken_charge:R:1
C 1.7950 -0.3909 -0.1232 -0.608
O 0.8729 0.5718 0.3422 -0.277
N -0.4474 0.2223 0.2090 0.620
C -1.5008 1.0723 -0.0181 -0.141
N -2.5782 0.3022 -0.0211 -0.266
N -2.1581 -0.9265 0.1489 -0.372
N -0.8738 -0.9776 0.3286 -0.239
H 2.6798 0.2623 -0.4587 0.276
H 1.5327 -0.9085 -0.9741 0.323
H 2.1062 -1.3294 0.4694 0.274
H -1.4283 2.1021 0.0972 0.409
```

Values from the calculation:
M = 100.08 g mol⁻¹
Orbital gap = 11.38 eV
SMILES string = COn1cnnn1
ΔE to the lowest compared entry with this formula, charge and spin = 107.6 kcal per mole



Computed, not measured: a cluster of 5 separate species, C22H41Br8N2O2P in total, with the ωB97M-V functional and the def2-TZVPD basis.

```
76
Properties=species:S:1:pos:R:3:mulliken_charge:R:1
C -0.1110 -5.5790 2.7623 -0.763
C 0.7703 -5.6245 1.4437 -0.511
N 0.3232 -4.7327 0.3493 -0.530
P -0.0669 -3.0558 0.9166 0.335
C 0.1354 -2.4228 -0.8414 -1.144
C 1.1718 -1.2513 -1.0216 0.091
C 2.6718 -1.6915 -0.9889 0.093
O 3.0752 -2.6666 -0.4209 -0.471
N 3.6345 -0.8065 -1.7008 -0.366
C 3.4246 0.5879 -1.3647 0.027
C 2.5028 1.4923 -2.0775 0.039
C 2.3144 2.8879 -1.7091 -0.567
C 3.0644 3.4943 -0.5979 0.281
C 4.0169 2.6184 0.0923 -0.559
C 4.1865 1.2064 -0.2696 -0.255
C -0.6074 -1.3655 1.6105 -1.334
C -1.8748 -0.7094 0.9159 0.282
C -1.5231 0.4819 -0.0827 -1.210
O -2.7721 -1.6448 0.2815 -0.219
H -1.1984 -5.5221 2.4731 0.174
H 0.1374 -4.6837 3.3888 0.264
H -0.0004 -6.4815 3.4166 0.395
H 1.8699 -5.5105 1.6714 0.225
H 0.6711 -6.6799 1.0476 0.347
H -0.5301 -5.1536 -0.0356 0.162
H 1.0218 -3.1688 1.8542 -0.083
H -1.3673 -3.5588 1.2787 -0.038
H -0.8158 -2.1129 -1.3421 0.622
H 0.5298 -3.2877 -1.4469 0.604
H 1.0578 -0.3976 -0.3106 0.037
H 0.9943 -0.8178 -2.0503 0.276
H 3.4717 -0.8815 -2.7134 0.424
H 1.8916 1.1263 -2.9418 0.239
H 1.6088 3.5751 -2.2415 0.308
H 2.9197 4.5666 -0.2909 -0.306
H 4.6086 3.0888 0.9164 0.320
H 4.9249 0.6345 0.3455 0.386
H -0.9023 -1.5534 2.6883 0.478
H 0.2546 -0.6364 1.6787 0.450
H -2.4692 -0.2202 1.7483 0.331
H -2.4200 1.1441 -0.1704 0.424
H -0.5771 1.0145 0.1816 0.305
H -1.3620 0.0168 -1.0987 0.241
H -3.4568 -1.1402 -0.1957 0.117
Br 5.2675 6.7014 2.4342 -0.156
C 4.9470 7.8512 0.8938 -0.465
C 3.4833 8.1834 0.7549 -0.348
Br 2.4856 6.6808 0.0135 -0.122
H 5.3566 7.3392 0.0254 0.403
H 5.5285 8.7527 1.0867 0.232
H 3.3398 8.9975 0.0448 -0.017
H 3.0089 8.4451 1.6978 0.478
Br -5.7205 -2.1363 -1.5427 -0.167
C -5.6543 -4.0524 -1.8979 -0.617
C -5.3054 -4.8349 -0.6574 -0.050
Br -3.4025 -4.7161 -0.2520 -0.017
H -4.9453 -4.1990 -2.7097 0.391
H -6.6557 -4.3091 -2.2429 0.383
H -5.4957 -5.8965 -0.8089 -0.378
H -5.8401 -4.4987 0.2283 0.465
Br -6.7469 -7.5156 0.9865 -0.101
C -6.8090 -9.2433 0.0888 -0.550
C -6.7331 -9.0865 -1.4082 -0.594
Br -8.4337 -8.4893 -2.1476 -0.113
H -7.7163 -9.7414 0.4231 0.367
H -5.9418 -9.7880 0.4610 0.342
H -6.5381 -10.0470 -1.8844 0.367
H -5.9796 -8.3693 -1.7263 0.305
Br 4.7520 11.2568 1.9418 -0.143
C 4.4321 12.4059 0.4002 -0.591
C 2.9691 12.7383 0.2582 -0.557
Br 1.9699 11.2387 -0.4840 -0.111
H 4.8420 11.8941 -0.4678 0.369
H 5.0132 13.3071 0.5935 0.364
H 2.8284 13.5522 -0.4526 0.337
H 2.4950 13.0004 1.2013 0.374
```

Values from the calculation:
M = 1035.79 g mol⁻¹
Orbital gap = 7.87 eV
SMILES string = CCN[PH2](CCC(=O)Nc1ccccc1)C[C@@H](C)O.BrCCBr.BrCCBr.BrCCBr.BrCCBr



Computed, not measured: the molecule C48H72O14, with the ωB97M-V functional and the def2-TZVPD basis.

```
134
Properties=species:S:1:pos:R:3:mulliken_charge:R:1
C 4.8099 -2.9270 -1.3137 -1.201
H 4.7971 -1.9696 -0.7990 0.132
C 4.3795 -4.0641 -0.3935 -0.252
H 4.3271 -4.9829 -0.9821 0.466
H 3.3817 -3.8689 0.0017 -0.013
C 5.3335 -4.3055 0.7849 0.541
C 4.9761 -5.6219 1.4741 -1.644
H 5.7281 -5.9023 2.2069 0.377
H 4.9071 -6.4222 0.7409 0.494
H 4.0177 -5.5221 1.9755 0.180
H 6.3514 -4.3708 0.3877 0.362
C 5.2964 -3.1312 1.7772 -0.405
C 6.3169 -3.2236 2.9252 0.991
C 6.0271 -2.1091 3.8890 -1.052
C 4.8652 -1.4813 3.9246 -1.724
C 3.7266 -1.8604 3.0109 1.592
O 3.5670 -0.7728 2.1210 -0.402
C 2.4881 -0.9161 1.2060 0.183
C 2.4147 0.3467 0.3410 0.454
C 2.1674 1.5609 1.1791 -1.652
C 1.2899 2.5420 1.0019 0.783
C 1.2488 3.6961 1.9679 -2.140
H 1.8858 3.5065 2.8273 0.489
H 0.2334 3.8747 2.3186 0.344
H 1.5916 4.6067 1.4762 0.312
C 0.2859 2.6939 -0.1276 -0.412
H 0.1867 3.7738 -0.3185 1.121
C -1.1149 2.1767 0.2871 1.101
C -1.2505 0.6917 0.1716 -0.589
C -1.8589 -0.1328 1.0307 -0.653
C -2.4325 0.2408 2.3006 -1.028
C -3.0499 -0.5613 3.1710 -0.512
C -3.6756 -0.0674 4.4559 -1.130
H -2.9413 0.3127 5.1730 0.288
H -4.4008 0.7322 4.2434 0.385
O -4.3381 -1.1694 5.0504 -0.495
C -4.6404 -2.0596 3.9906 -0.211
C -5.0863 -3.4287 4.5193 -0.199
C -3.9567 -4.4268 4.6728 0.329
C -2.6977 -4.1401 4.3823 -1.007
C -2.2386 -2.7822 3.9306 1.127
C -1.0037 -2.8912 3.0688 0.255
O -1.0037 -3.3667 1.9544 -0.745
O 0.0656 -2.3952 3.6707 -0.352
C 1.2741 -2.3123 2.8941 0.017
C 1.1667 -1.1344 1.9353 -0.436
H 0.3828 -1.3164 1.2030 0.683
H 0.9112 -0.2369 2.5038 -0.229
H 1.4012 -3.2478 2.3369 0.392
C 2.4457 -2.0950 3.8377 -1.451
H 2.5963 -2.9616 4.4802 0.458
H 2.2520 -1.2161 4.4531 0.372
H -1.9836 -2.1797 4.8096 0.459
C -3.3574 -2.0508 3.1310 1.575
O -3.6170 -2.6205 1.8886 -0.788
H -2.8041 -3.0489 1.5660 0.552
H -1.9253 -4.8890 4.4902 0.393
C -4.3956 -5.7731 5.1532 -1.736
H -4.9725 -6.2717 4.3750 0.289
H -3.5441 -6.3948 5.4143 0.406
H -5.0435 -5.6539 6.0194 0.339
O -5.8093 -3.2761 5.7208 -0.625
H -5.3565 -2.6000 6.2404 0.417
H -5.7970 -3.8578 3.7995 0.493
H -5.4506 -1.6337 3.3764 0.493
H -2.3660 1.2871 2.5738 0.593
H -1.9554 -1.1742 0.7611 0.463
H -0.8806 0.2978 -0.7637 0.373
C -2.2043 2.8016 -0.5943 -2.241
H -3.1849 2.4938 -0.2374 0.591
H -2.1463 3.8882 -0.5643 0.485
H -2.0888 2.4668 -1.6213 0.326
H -1.2738 2.4997 1.3190 0.683
O 0.6743 2.0776 -1.3512 -0.051
C 1.7595 2.6920 -1.9825 0.307
O 1.3924 3.9946 -2.3956 -0.314
C 1.5377 4.3533 -3.7599 -0.231
C 2.9737 4.7738 -4.0936 -1.866
H 3.3461 5.4175 -3.3004 0.410
H 3.6379 3.9213 -4.1919 0.327
H 2.9804 5.3283 -5.0279 0.505
C 0.9866 3.3087 -4.7552 -0.199
H 1.5334 3.4226 -5.6984 0.689
C 1.1767 1.8530 -4.2664 1.045
C 2.1867 1.7799 -3.1252 -1.961
H 2.2230 0.7581 -2.7512 0.602
H 3.1764 2.0430 -3.4923 0.290
H 0.2081 1.4795 -3.9054 0.222
O 1.6684 1.0225 -5.3003 -0.540
C 0.7109 0.6768 -6.2718 -0.711
H 1.2245 0.0403 -6.9902 0.408
H 0.3156 1.5599 -6.7841 0.248
H -0.1226 0.1248 -5.8223 0.170
O -0.3572 3.6051 -5.1197 -0.397
C -1.3112 3.5792 -4.0815 0.282
O -1.9253 2.3268 -3.9506 0.357
C -2.7017 1.9135 -5.0669 0.340
C -3.2959 0.5539 -4.7337 -2.048
H -3.9359 0.2385 -5.5514 0.433
H -2.5047 -0.1749 -4.5833 0.396
H -3.8801 0.6256 -3.8204 0.316
H -2.0602 1.8393 -5.9565 0.329
C -3.7970 2.9428 -5.3739 0.002
O -4.4940 2.5317 -6.5219 -0.589
H -5.0413 3.2796 -6.7942 0.419
C -3.1561 4.3208 -5.5874 0.139
C -2.3392 4.6849 -4.3478 -1.452
H -1.8124 5.6281 -4.4903 0.545
H -3.0055 4.7671 -3.4877 0.149
O -4.2201 5.2168 -5.8582 -0.447
C -3.8257 6.4566 -6.3905 -0.762
H -4.7423 6.9716 -6.6728 0.314
H -3.2852 7.0631 -5.6568 0.268
H -3.1931 6.3226 -7.2760 0.323
H -2.4839 4.2708 -6.4591 0.301
H -4.4837 3.0126 -4.5145 0.172
H -0.8257 3.7457 -3.1131 0.175
H 0.9068 5.2485 -3.8461 0.437
H 2.5853 2.8106 -1.2552 0.488
H 2.8295 1.6161 2.0349 0.421
H 3.3757 0.4641 -0.1691 0.727
H 1.6323 0.2151 -0.4024 -0.276
H 2.6844 -1.7863 0.5634 -0.151
O 3.9809 -3.0576 2.3237 -0.222
H 4.6674 -0.6595 4.5932 0.507
H 6.8242 -1.8354 4.5664 0.412
C 7.7611 -3.1392 2.4365 -1.722
H 7.9070 -2.2380 1.8447 0.353
H 8.0192 -4.0010 1.8273 0.394
H 8.4406 -3.1084 3.2855 0.413
H 6.1722 -4.1714 3.4563 0.317
H 5.4993 -2.1948 1.2370 0.347
H 5.8167 -3.1014 -1.6888 0.407
H 4.1349 -2.8591 -2.1641 0.403
```

Values from the calculation:
M = 873.09 g mol⁻¹
Orbital gap = 8.87 eV
ΔE to the lowest compared entry with this formula, charge and spin = 4.1 kcal per mole



Computed, not measured: a structure of composition C5H3Cu3FO9, with the ωB97M-V functional and the def2-TZVPD basis.

```
21
Properties=species:S:1:pos:R:3:mulliken_charge:R:1
Cu 0.3711 -1.7685 0.7274 0.629
Cu 1.3671 0.6884 2.9695 0.672
Cu 3.8183 -0.7826 0.8263 0.757
C 1.5732 0.8097 0.1606 0.503
O 2.4489 1.0100 0.9477 -0.509
O 1.8899 -0.2858 -0.3541 -0.345
O 0.5765 0.4528 0.8820 -0.200
C 2.2520 -1.9388 2.7494 1.404
O 2.3818 -2.3998 1.6430 -0.699
O 1.0604 -1.6055 2.8521 -0.622
O 2.8953 -0.8428 2.9145 -0.684
C -2.3570 1.2695 -0.8988 -0.299
C -2.2983 1.2467 -2.3775 0.226
O -1.6009 -0.0034 -2.6600 -0.291
C -1.5395 -0.7060 -1.6285 0.864
O -0.9191 -1.8085 -1.4413 -0.662
O -1.9749 -0.0446 -0.5839 -0.321
F -1.7188 2.3716 -2.8802 -0.252
H -3.3685 1.4409 -0.5307 0.255
H -1.6349 1.9484 -0.4451 0.226
H -3.2226 0.9485 -2.8723 0.349
```

Values from the calculation:
2S+1 = 5
M = 416.71 g mol⁻¹
Orbital gap (alpha / beta) = 7.22 / 6.81 eV
Charge = +1
<S²> = 6.026



Computed, not measured: the ion C8H15N2O with charge +1, with the ωB97M-V functional and the def2-TZVPD basis.

```
26
Properties=species:S:1:pos:R:3:mulliken_charge:R:1
C -0.0128 -0.0767 -1.2424 0.560
C -0.8209 -0.7622 3.6367 -0.976
C -1.0601 0.1960 2.7137 -0.064
C 1.1024 2.0030 -0.5440 -0.607
C -0.5906 1.3426 0.6326 -0.074
C 0.7262 -2.3623 -2.1259 -1.197
C -0.1133 -1.1409 -2.2429 -0.699
C -0.0454 0.9426 1.9747 -0.918
N -0.7763 0.1165 -0.1682 -0.104
N 0.9061 0.8797 -1.4253 -0.172
O -1.5773 2.1874 0.5396 -0.443
H -1.4891 -1.1925 4.3546 0.306
H 0.1365 -0.9014 3.9585 0.326
H -2.0575 0.3881 2.3914 0.446
H 0.5600 2.8876 -0.9850 0.274
H 2.1401 2.1255 -0.2429 0.404
H 0.5425 -3.0549 -2.8650 0.417
H 0.6454 -2.9105 -1.1953 0.343
H 1.8140 -2.1862 -2.2223 0.324
H -1.1476 -1.4307 -2.4164 0.359
H 0.1015 -0.7299 -3.2134 0.314
H 0.3254 1.7167 2.5741 0.534
H 0.7680 0.3458 1.8346 0.500
H -1.4653 -0.5971 0.2473 0.383
H 1.8146 0.6936 -1.9558 0.339
H -1.6022 2.7835 1.2868 0.426
```

Values from the calculation:
M = 155.22 g mol⁻¹
Orbital gap = 9.57 eV
Charge = +1
ΔE to the lowest compared entry with this formula, charge and spin = 85.6 kcal per mole



The lowest M belongs to which entry? C4H5N3



What did the third record say?
Computed, not measured: a structure of composition C4H5N3, with the ωB97M-V functional and the def2-TZVPD basis.

```
12
Properties=species:S:1:pos:R:3:mulliken_charge:R:1
N -2.1336 -1.6459 -1.2043 -0.464
C -1.0826 -1.3789 -0.7991 0.333
C 0.1633 -0.8135 -0.3416 -0.182
C 0.2940 1.0231 -0.8758 -0.457
N 0.3234 1.6769 0.3582 -0.486
C 0.3008 0.8384 1.3154 -0.053
N 0.2295 -0.5177 1.0596 -0.295
H 1.0420 -1.4192 -0.6674 0.289
H 1.1736 0.5819 -1.2626 0.298
H -0.3635 1.5523 -1.5958 0.357
H 0.3215 1.1487 2.3527 0.389
H -0.3082 -1.0721 1.7075 0.271
```

Values from the calculation:
M = 95.10 g mol⁻¹
Orbital gap = 10.23 eV
ΔE to the lowest compared entry with this formula, charge and spin = 64.2 kcal per mole



What is the M in the second record? 97.08 g mol⁻¹